# 1
Formula: C16H28N4
Source: the Open Molecules 2025 dataset
Level of theory: ωB97M-V/def2-TZVPD

Values from the calculation:
**LUMO energy**: 0.0235 hartree
**Energy**: -845.377696 Eh
**Energy above the lowest of the compared OMol25 structures with the same formula, charge and spin**: 1.940 eV
**Orbital gap**: 0.43677 hartree

Geometry as ORCA input:
```
! wB97M-V def2-TZVPD RIJCOSX def2/J DEFGRID3
* xyz 0 1
C -1.73 4.74 -3.00
C -1.66 3.23 -2.79
C -1.40 2.48 -4.10
C -1.13 1.07 -3.74
N -1.04 -0.02 -3.44
H -2.21 5.15 -2.12
H -2.37 4.92 -3.87
H -0.73 5.15 -3.03
H -2.55 2.90 -2.27
H -0.85 3.14 -2.06
H -0.49 2.87 -4.55
H -2.16 2.50 -4.88
C 4.07 3.09 7.30
C 3.25 2.79 6.03
C 1.70 3.10 5.98
C 0.88 1.91 6.17
N 0.25 0.91 6.23
H 3.85 2.39 8.11
H 4.07 4.13 7.60
H 5.12 2.95 7.04
H 3.41 1.83 5.54
H 3.47 3.50 5.23
H 1.36 3.48 5.01
H 1.34 3.80 6.73
C -7.19 -2.88 -2.38
C -7.48 -3.56 -1.06
C -8.40 -4.83 -1.01
C -9.73 -4.45 -1.47
N -10.80 -4.16 -1.80
H -7.93 -2.17 -2.75
H -7.09 -3.57 -3.22
H -6.29 -2.28 -2.45
H -7.68 -2.70 -0.42
H -6.53 -3.94 -0.68
H -8.51 -5.44 -0.12
H -8.01 -5.46 -1.81
C 5.56 -2.78 -0.83
C 6.29 -1.63 -1.55
C 7.79 -1.65 -1.79
C 8.39 -2.84 -2.30
N 8.78 -3.86 -2.66
H 5.69 -2.68 0.25
H 5.90 -3.78 -1.06
H 4.48 -2.76 -1.00
H 6.10 -0.62 -1.19
H 5.88 -1.63 -2.56
H 8.27 -1.50 -0.83
H 8.04 -0.80 -2.42
*
```


# 2
Formula: C16H28N4
Source: the Open Molecules 2025 dataset
Level of theory: ωB97M-V/def2-TZVPD

Values from the calculation:
**LUMO energy**: 0.0048 hartree
**Energy**: -845.424813 Eh
**Energy above the lowest of the compared OMol25 structures with the same formula, charge and spin**: 0.658 eV
**Orbital gap**: 0.42948 hartree

Geometry as ORCA input:
```
! wB97M-V def2-TZVPD RIJCOSX def2/J DEFGRID3
* xyz 0 1
C 4.20 -1.23 -2.56
C 3.91 0.25 -2.77
C 2.47 0.55 -3.22
C 1.87 -0.36 -4.18
N 1.40 -1.13 -4.90
H 3.89 -1.64 -1.60
H 5.28 -1.42 -2.58
H 3.75 -1.84 -3.34
H 4.63 0.75 -3.41
H 4.05 0.78 -1.82
H 2.53 1.57 -3.59
H 1.82 0.58 -2.34
C 0.09 2.90 -1.22
C -0.93 3.76 -0.47
C -0.28 4.66 0.59
C 0.76 5.58 0.11
N 1.57 6.29 -0.28
H 0.56 2.24 -0.49
H 0.83 3.56 -1.68
H -0.36 2.24 -1.96
H -1.55 3.07 0.12
H -1.61 4.35 -1.08
H 0.20 4.03 1.35
H -1.08 5.18 1.12
C -0.14 -1.87 -1.85
C -0.78 -1.77 -0.48
C -0.30 -0.54 0.30
C 1.16 -0.47 0.47
N 2.29 -0.38 0.63
H -0.45 -2.72 -2.46
H 0.95 -1.88 -1.86
H -0.50 -1.05 -2.48
H -0.66 -2.69 0.10
H -1.87 -1.72 -0.60
H -0.84 -0.43 1.24
H -0.67 0.25 -0.35
C -3.65 -2.27 2.72
C -2.36 -2.17 3.55
C -2.48 -2.98 4.85
C -3.51 -2.47 5.75
N -4.33 -2.11 6.47
H -3.51 -2.91 1.85
H -3.93 -1.28 2.35
H -4.51 -2.72 3.21
H -2.16 -1.12 3.78
H -1.45 -2.48 3.03
H -1.52 -2.96 5.38
H -2.79 -4.00 4.61
*
```


# 3
Formula: C16H28N4O3
Source: the Open Molecules 2025 dataset
Level of theory: ωB97M-V/def2-TZVPD

Values from the calculation:
**LUMO energy**: -0.0147 hartree
**Energy**: -1070.630725 Eh
**Energy above the lowest of the compared OMol25 structures with the same formula, charge and spin**: 18.323 eV
**Orbital gap**: 0.29078 hartree

Geometry as ORCA input:
```
! wB97M-V def2-TZVPD RIJCOSX def2/J DEFGRID3
* xyz 0 1
C -0.10 -0.41 4.05
C 0.23 -1.78 3.98
C 1.68 -2.13 4.40
C 2.82 -1.60 3.65
N 2.80 -2.00 2.42
C 2.28 -1.40 1.40
C 2.06 -2.06 0.15
C 1.83 -1.17 -1.11
N 1.52 0.06 -1.03
C 0.82 0.88 -2.09
C -0.53 1.04 -1.94
H -1.04 0.23 -1.74
H -0.65 1.90 -0.74
C -1.22 2.01 -3.00
N -2.48 2.50 -2.61
C -2.84 3.73 -2.29
H -3.95 4.09 -2.18
H -2.44 4.41 -3.13
C -2.09 4.32 -1.22
H -1.09 4.09 -1.12
H -2.37 3.68 -0.23
H -2.41 5.09 -0.84
C -3.55 1.76 -3.63
C -3.73 0.17 -3.37
H -3.61 0.16 -2.51
H -2.76 -0.11 -3.76
H -4.52 0.07 -3.86
H -4.46 2.25 -3.48
H -3.35 2.00 -4.51
H -1.23 1.52 -3.85
H -0.52 2.95 -3.13
H 1.02 0.32 -3.01
H 1.41 1.73 -2.27
H 1.62 -1.67 -1.93
C 2.51 -3.35 -0.18
O 2.43 -4.04 -1.50
N 3.10 -3.90 0.83
C 2.92 -3.70 2.16
O 3.56 -4.24 3.02
H 3.27 -5.19 0.72
O 1.88 -0.21 1.55
H 1.42 0.20 -0.05
H 2.81 -0.64 3.67
H 3.77 -1.94 4.22
H 1.99 -1.81 5.56
H 1.74 -3.15 4.61
H 0.07 -2.20 3.10
H -0.55 -2.27 4.76
H 0.27 0.07 4.95
H -0.99 -0.37 3.83
H 0.65 0.16 3.28
*
```


# 4
Formula: C16H28N7PmS4
Source: the Open Molecules 2025 dataset
Level of theory: ωB97M-V/def2-TZVPD

Values from the calculation:
**LUMO energy (spin up / spin down)**: 0.0052 / 0.0061 hartree
**Energy**: -3211.024538 Eh
**Energy above the lowest of the compared OMol25 structures with the same formula, charge and spin**: 0.131 eV
**Orbital gap (spin up / spin down)**: 0.26908 / 0.26999 hartree

Geometry as ORCA input:
```
! wB97M-V def2-TZVPD RIJCOSX def2/J DEFGRID3
* xyz 0 5
Pm -0.23 0.74 0.14
S -4.28 -0.91 1.54
C -3.10 0.14 1.11
S -1.92 0.73 2.26
S -2.92 0.68 -0.55
S 2.57 0.56 -0.13
C 2.53 1.62 1.26
C 3.68 2.17 1.84
C 3.56 2.97 2.95
C 2.30 3.23 3.49
C 1.20 2.66 2.87
N 1.32 1.88 1.78
H 4.64 1.95 1.40
H 4.44 3.40 3.41
H 2.17 3.84 4.37
H 0.20 2.80 3.24
N -0.95 3.31 0.10
C -0.77 4.24 -1.03
C -0.81 3.46 -2.34
C 0.51 2.71 -2.58
C 0.39 1.42 -3.37
N -0.36 0.41 -2.58
H -1.94 3.04 0.16
H -0.72 3.77 0.98
H 0.21 4.72 -0.92
H -1.52 5.03 -1.02
H -1.01 4.13 -3.17
H -1.66 2.77 -2.29
H 0.99 2.45 -1.63
H 1.22 3.38 -3.07
H 1.39 1.02 -3.54
H -0.08 1.59 -4.34
H -0.19 -0.51 -2.97
H -1.36 0.56 -2.66
C -0.67 -2.45 1.58
N -0.37 -1.94 0.20
C 0.92 -2.56 -0.23
N 0.88 -4.01 -0.20
C 0.57 -4.43 1.17
N -0.71 -3.90 1.62
C -1.77 -4.35 0.71
N -1.50 -3.93 -0.66
C -1.44 -2.48 -0.69
C -0.21 -4.46 -1.07
H -1.63 -2.04 1.90
H 0.12 -2.08 2.25
H 1.71 -2.20 0.43
H 1.14 -2.22 -1.25
H 1.36 -4.08 1.83
H 0.53 -5.52 1.20
H -2.72 -3.93 1.04
H -1.82 -5.44 0.75
H -2.40 -2.07 -0.37
H -1.24 -2.15 -1.72
H 0.01 -4.14 -2.10
H -0.24 -5.55 -1.05
*
```


# 5
Formula: C16H29AlF5N6OS2SiTe
Source: the Open Molecules 2025 dataset
Level of theory: ωB97M-V/def2-TZVPD

Values from the calculation:
**LUMO energy**: -0.1387 hartree
**Energy**: -3126.555846 Eh
**Energy above the lowest of the compared OMol25 structures with the same formula, charge and spin**: 0.352 eV
**Orbital gap**: 0.27227 hartree

Geometry as ORCA input:
```
! wB97M-V def2-TZVPD RIJCOSX def2/J DEFGRID3
* xyz 1 1
Al -0.29 -0.86 -0.03
C 5.70 2.18 3.64
N 4.63 1.96 2.68
C 3.38 2.34 2.86
N 3.02 2.92 3.99
S 2.28 2.17 1.52
H 6.64 1.88 3.19
H 5.55 1.59 4.54
H 5.77 3.24 3.89
H 4.83 1.47 1.82
H 3.62 2.92 4.80
H 2.04 3.15 4.12
C -4.57 1.60 1.01
N -3.46 1.83 0.07
C -2.99 3.22 -0.09
C -2.67 0.86 -0.22
N -1.96 -0.02 -0.47
H -4.25 1.86 2.02
H -4.86 0.55 0.98
H -5.41 2.21 0.71
H -2.74 3.62 0.89
H -3.78 3.80 -0.56
H -2.10 3.22 -0.72
F 1.60 0.47 3.60
Te 0.16 1.15 2.52
F -1.66 1.65 2.29
F -0.04 1.82 0.64
F -0.72 0.31 3.96
F 0.19 2.74 3.54
O 0.11 -0.49 1.65
C 2.64 0.30 -3.78
Si 1.01 0.40 -2.86
C 0.70 2.18 -2.36
C -0.37 -0.13 -4.01
C 1.11 -0.70 -1.35
H 2.62 0.91 -4.69
H 2.86 -0.73 -4.09
H 3.47 0.64 -3.16
H 0.75 2.83 -3.24
H 1.42 2.55 -1.63
H -0.30 2.30 -1.92
H -0.38 0.52 -4.89
H -1.36 -0.06 -3.54
H -0.23 -1.15 -4.36
H 1.97 -0.35 -0.77
H 1.38 -1.71 -1.69
N -0.86 -2.85 2.62
C -1.14 -3.33 1.41
N -0.97 -2.67 0.27
C -1.38 -3.45 -0.83
C -1.36 -3.04 -2.16
C -1.81 -3.93 -3.13
C -2.27 -5.20 -2.78
C -2.30 -5.60 -1.46
C -1.85 -4.71 -0.50
S -1.78 -4.94 1.23
H -0.50 -1.91 2.71
H -1.04 -3.41 3.43
H -1.01 -2.06 -2.44
H -1.80 -3.62 -4.16
H -2.61 -5.87 -3.55
H -2.66 -6.59 -1.19
*
```


# 6
Formula: C16H29CdNO9
Source: the Open Molecules 2025 dataset
Level of theory: ωB97M-V/def2-TZVPD

Values from the calculation:
**LUMO energy**: 0.0576 hartree
**Energy**: -1526.306737 Eh
**Energy above the lowest of the compared OMol25 structures with the same formula, charge and spin**: 9.541 eV
**Orbital gap**: 0.08098 hartree

Geometry as ORCA input:
```
! wB97M-V def2-TZVPD RIJCOSX def2/J DEFGRID3
* xyz -2 1
Cd -9.15 -1.66 4.79
C -11.29 -0.33 -0.13
C -10.14 -1.15 0.19
C -9.28 -1.70 -0.97
O -8.41 -2.53 -0.68
C -9.71 -1.34 -2.34
C -10.78 -0.56 -2.49
C -11.59 -0.02 -1.37
O -12.62 0.80 -1.57
O -11.01 -0.27 -3.74
O -9.90 -1.48 1.34
H -11.85 0.13 0.67
H -9.09 -1.66 -3.17
C -8.25 -0.88 10.65
C -8.96 -1.65 9.54
O -9.00 -1.19 8.24
H -7.98 -1.49 11.51
H -8.80 -0.08 11.14
H -7.43 -0.30 10.23
H -10.02 -1.75 9.79
H -8.52 -2.64 9.61
C -4.41 1.13 4.97
C -5.00 -0.35 5.10
O -6.09 -0.60 4.25
H -4.15 1.35 3.93
H -3.49 1.11 5.56
H -5.10 1.93 5.22
H -5.37 -0.37 6.13
H -4.30 -1.19 5.05
O -10.51 1.11 4.82
H -11.40 1.40 5.04
H -9.95 1.86 5.02
C -15.60 -5.56 5.32
O -14.38 -4.95 4.94
C -14.44 -3.55 4.55
C -12.98 -3.21 3.99
N -11.80 -3.09 4.97
C -11.47 -4.50 5.40
C -10.48 -5.17 4.43
O -9.29 -4.46 4.35
C -8.20 -5.29 3.87
H -15.97 -5.23 6.29
H -15.49 -6.64 5.37
H -16.31 -5.51 4.49
H -14.88 -3.11 5.44
H -15.15 -3.18 3.81
H -13.04 -2.16 3.70
H -12.63 -3.69 3.08
H -12.10 -2.46 5.70
H -12.32 -5.10 5.74
H -10.80 -4.39 6.25
H -11.06 -5.26 3.51
H -10.22 -6.19 4.74
H -8.51 -5.94 3.04
H -7.59 -5.84 4.58
H -7.45 -4.65 3.42
*
```


# 7
Formula: C16H29Cl2FO15
Source: the Open Molecules 2025 dataset
Level of theory: ωB97M-V/def2-TZVPD

Values from the calculation:
**LUMO energy**: 0.0099 hartree
**Energy**: -2775.905668 Eh
**Energy above the lowest of the compared OMol25 structures with the same formula, charge and spin**: 0.603 eV
**Orbital gap**: 0.40711 hartree

Geometry as ORCA input:
```
! wB97M-V def2-TZVPD RIJCOSX def2/J DEFGRID3
* xyz 0 1
O -7.53 -3.33 -4.24
C -7.02 -2.70 -3.37
O -5.70 -2.72 -3.09
C -5.49 -2.11 -1.81
C -6.67 -1.13 -1.81
F -6.34 0.03 -2.43
O -7.64 -1.86 -2.50
H -5.75 -2.85 -1.05
H -4.53 -1.65 -1.67
H -7.13 -0.92 -0.84
C -4.58 2.43 1.14
O -4.74 1.32 2.00
C -4.91 0.09 1.52
O -4.67 -0.25 0.39
O -5.34 -0.65 2.54
C -5.47 -2.04 2.26
H -4.26 2.21 0.12
H -3.80 3.06 1.57
H -5.49 3.01 1.09
H -4.55 -2.46 1.86
H -6.28 -2.25 1.55
H -5.79 -2.55 3.16
C 6.06 -0.11 -0.11
O 5.73 -0.99 -1.16
C 6.27 -0.83 -2.36
O 7.29 -0.22 -2.56
O 5.54 -1.48 -3.24
C 5.94 -1.45 -4.61
H 6.10 0.91 -0.49
H 7.10 -0.30 0.18
H 5.40 -0.19 0.75
H 6.91 -1.02 -4.81
H 5.17 -0.95 -5.20
H 5.84 -2.48 -4.95
C -1.91 -0.71 -0.87
O -0.61 -0.52 -0.35
C 0.26 0.16 -1.08
O 0.10 0.50 -2.22
O 1.35 0.32 -0.36
C 2.37 1.17 -0.86
H -2.56 -1.05 -0.06
H -2.01 -1.40 -1.70
H -2.36 0.26 -1.08
H 3.28 0.92 -0.34
H 2.14 2.24 -0.76
H 2.47 1.09 -1.95
C 3.32 0.63 7.46
O 2.69 1.07 6.26
C 2.82 0.24 5.24
O 3.50 -0.74 5.19
O 2.04 0.68 4.27
C 1.78 -0.13 3.14
H 4.37 0.42 7.28
H 2.81 -0.28 7.79
H 3.27 1.31 8.31
H 1.61 0.47 2.26
H 0.97 -0.82 3.39
H 2.61 -0.83 3.00
Cl 1.68 4.98 -3.84
C 3.35 4.40 -4.00
Cl 3.32 2.59 -4.11
H 3.92 4.80 -4.82
H 3.76 4.63 -3.02
*
```


# 8
Formula: C16H29ClINO5P
Source: the Open Molecules 2025 dataset
Level of theory: ωB97M-V/def2-TZVPD

Values from the calculation:
**LUMO energy**: -0.1582 hartree
**Energy**: -2157.066291 Eh
**Orbital gap**: 0.30067 hartree

Geometry as ORCA input:
```
! wB97M-V def2-TZVPD RIJCOSX def2/J DEFGRID3
* xyz 1 1
C 3.99 1.00 1.73
C 3.41 1.33 0.35
O 3.95 0.52 -0.71
P 3.06 -0.79 -1.02
O 2.56 -1.32 0.26
C 1.72 -0.44 -2.22
C 0.61 0.46 -1.66
C -0.20 -0.20 -0.52
C -1.34 0.63 0.00
N -1.51 1.85 -0.34
C -2.67 2.43 0.38
C -1.99 3.54 1.26
C -2.97 4.18 2.24
O -4.13 4.04 2.22
O -2.42 4.99 3.19
C -3.06 1.36 1.43
C -2.31 0.02 0.99
I -1.30 -0.88 2.67
C -3.45 -0.96 0.44
Cl -3.61 -2.42 1.49
C -3.23 -1.44 -1.03
C -2.51 -2.81 -1.17
O 4.00 -1.92 -1.70
C 3.31 -3.18 -1.69
C 3.79 -4.11 -0.55
H 3.19 0.95 2.49
H 4.49 0.02 1.75
H 4.71 1.74 2.09
H 3.70 2.36 0.12
H 2.31 1.34 0.39
H 1.28 -1.34 -2.65
H 2.17 0.10 -3.07
H 0.96 1.46 -1.37
H -0.10 0.64 -2.49
H -0.52 -1.21 -0.82
H 0.47 -0.34 0.35
H -0.93 2.38 -0.98
H -3.49 2.79 -0.24
H -1.18 3.04 1.82
H -1.48 4.31 0.65
H -1.46 4.89 3.14
H -2.61 1.54 2.41
H -4.12 1.28 1.65
H -4.43 -0.49 0.51
H -2.78 -0.68 -1.68
H -4.24 -1.61 -1.43
H -1.70 -2.91 -0.44
H -3.20 -3.65 -1.14
H -2.01 -2.79 -2.15
H 2.22 -3.09 -1.57
H 3.48 -3.68 -2.65
H 4.79 -3.85 -0.20
H 3.67 -5.17 -0.81
H 3.11 -3.93 0.29
*
```